one | DFT (the ωB97M-V functional and the def2-TZVPD basis) results for a single C4H11NOS molecule.

SMILES: CC(C)[S@](C)(=N)=O
Net charge: 0
E_HOMO in eV: -9.18
LUMO energy in eV: 0.80

Bonds (Å) are listed after each position.
CARTESIAN COORDINATES (ANGSTROEM)
1 C -1.0352 -1.4706 -0.1869  C4 1.510, H8 1.159, H9 1.097, H10 1.189
2 C 0.6003 -0.5493 -1.8756  C4 1.530, H11 1.220, H12 1.105, H13 1.085
3 C -0.4623 1.1162 1.9588  S7 1.864, H14 1.122, H15 1.188, H16 1.053
4 C -0.3396 -0.2366 -0.7100  C1 1.510, C2 1.530, S7 1.784, H17 1.144
5 N 1.1321 1.9219 -0.1505  S7 1.534, H18 0.956
6 O 1.6449 -0.2485 1.1000  S7 1.479
7 S 0.6164 0.6392 0.5148  C3 1.864, C4 1.784, N5 1.534, O6 1.479
8 H -0.2445 -2.2724 0.0885  C1 1.159
9 H -1.4461 -1.0434 0.7357  C1 1.097
10 H -1.9210 -1.7906 -0.9126  C1 1.189
11 H 1.4999 -1.1047 -1.2665  C2 1.220
12 H 0.8131 0.3109 -2.5364  C2 1.105
13 H 0.0605 -1.3320 -2.3972  C2 1.085
14 H -1.4311 1.6150 1.6930  C3 1.122
15 H -0.8183 0.0987 2.4574  C3 1.188
16 H 0.2482 1.5673 2.5912  C3 1.053
17 H -0.9773 0.6500 -1.0493  C4 1.144
18 H 2.0599 2.1290 -0.0543  N5 0.956

two | DFT (the ωB97M-V functional and the def2-TZVPD basis) results for a single C4H11NOS molecule.

SMILES: OCNCCCS
Net charge: 0
E_HOMO in eV: -8.81
LUMO energy in eV: 0.86

Bonds (Å) are listed after each position.
CARTESIAN COORDINATES (ANGSTROEM)
1 C -0.4845 0.5550 0.8163  N2 1.463, C5 1.547, H8 1.090, H9 1.098
2 N -1.0308 -0.3436 -0.2002  C1 1.463, C3 1.438, H10 1.001
3 C -2.3440 -0.8942 -0.0022  N2 1.438, O4 1.438, H11 1.084, H12 1.096
4 O -3.2426 -0.4506 -1.0340  C3 1.438, H13 0.966
5 C 0.6161 1.4898 0.2626  C1 1.547, C6 1.515, H14 1.099, H15 1.089
6 C 2.0449 1.0457 0.4974  C5 1.515, S7 1.834, H16 1.091, H17 1.090
7 S 2.3835 -0.6535 -0.1043  C6 1.834, H18 1.333
8 H -0.1104 -0.0443 1.6465  C1 1.090
9 H -1.2813 1.2529 1.1073  C1 1.098
10 H -0.9823 0.0857 -1.1032  N2 1.001
11 H -2.3102 -1.9742 0.0889  C3 1.084
12 H -2.8164 -0.5592 0.9282  C3 1.096
13 H -3.0687 -1.1084 -1.7203  O4 0.966
14 H 0.4296 1.4670 -0.8200  C5 1.099
15 H 0.4015 2.5266 0.5168  C5 1.089
16 H 2.6992 1.7402 -0.0325  C6 1.091
17 H 2.3652 1.0959 1.5378  C6 1.090
18 H 1.1016 -1.0076 -0.1940  S7 1.333

three | DFT (the ωB97M-V functional and the def2-TZVPD basis) results for a single C4H11NOS molecule.

SMILES: N[C@@H](CO)CCS
Net charge: 0
E_HOMO in eV: -9.34
LUMO energy in eV: 0.72

Bonds (Å) are listed after each position.
CARTESIAN COORDINATES (ANGSTROEM)
1 C 2.1728 -0.5711 -0.1057  O2 1.432, C3 1.522, H8 1.090, H9 1.086
2 O 2.6154 -0.7697 -1.4530  C1 1.432, H10 0.960
3 C 0.8736 0.2140 -0.0019  C1 1.522, C4 1.541, N7 1.470, H11 1.090
4 C -0.0717 -0.4413 1.0234  C3 1.541, C5 1.514, H12 1.095, H13 1.103
5 C -1.4856 0.0975 1.0586  C4 1.514, S6 1.821, H14 1.089, H15 1.087
6 S -2.3354 -0.1190 -0.5370  C5 1.821, H16 1.340
7 N 1.1717 1.6189 0.3103  C3 1.470, H17 1.022, H18 1.013
8 H 2.0646 -1.5655 0.3274  C1 1.090
9 H 2.9736 -0.0363 0.3967  C1 1.086
10 H 1.9824 -0.3507 -2.0406  O2 0.960
11 H 0.3739 0.2659 -0.9688  C3 1.090
12 H -0.0599 -1.5291 0.8955  C4 1.095
13 H 0.3943 -0.2561 2.0063  C4 1.103
14 H -1.4864 1.1464 1.3503  C5 1.089
15 H -2.0131 -0.4527 1.8338  C5 1.087
16 H -3.5689 0.0499 -0.0425  S6 1.340
17 H 1.5885 1.6708 1.2415  N7 1.022
18 H 0.3156 2.1612 0.3040  N7 1.013

four | DFT (the ωB97M-V functional and the def2-TZVPD basis) results for 3 unconnected molecules or ions with the total composition C4H11NOS.

Net charge: 0
E_HOMO (alpha / beta) in eV: -9.42 / -9.42
LUMO energy (alpha / beta) in eV: -0.36 / -0.36

Bonds (Å) are listed after each position.
CARTESIAN COORDINATES (ANGSTROEM)
1 C -0.5091 1.4404 -1.1368  C2 1.478, S7 1.640, H8 1.183
2 C -1.0145 1.3406 -2.5217  C1 1.478, H9 1.136, H10 1.068, H11 1.209
3 C 2.4014 -2.2520 1.3442  N5 1.268, H13 1.132, H14 1.044
4 C 0.4646 -2.7158 0.3698  N5 1.460, H15 1.185, H16 1.088, H17 1.187
5 N 1.7740 -3.2049 0.7906  C3 1.268, C4 1.460
6 O 0.8074 3.6003 -1.0914  S7 1.483
7 S 0.1420 2.6188 -0.2004  C1 1.640, O6 1.483
8 H -0.9859 0.5597 -0.5067  C1 1.183
9 H -2.1280 1.5232 -2.6520  C2 1.136
10 H -0.7075 0.4703 -3.0599  C2 1.068
11 H -0.5151 2.1608 -3.2568  C2 1.209
12 H -1.9486 3.7096 2.6402  H18 0.774
13 H 2.1455 -1.1498 1.3167  C3 1.132
14 H 3.3947 -2.4085 1.6264  C3 1.044
15 H 0.2082 -1.5866 0.6227  C4 1.185
16 H 0.1798 -2.9314 -0.6575  C4 1.088
17 H -0.3929 -3.3583 0.8804  C4 1.187
18 H -1.9236 3.0690 3.0741  H12 0.774

Least stable = four

one | DFT (the ωB97M-V functional and the def2-TZVPD basis) results for a single C4H11NOS molecule.

SMILES: CC=[S@@H](=O)N(C)C
Net charge: 0
E_HOMO in eV: -7.99
LUMO energy in eV: 0.69

Bonds (Å) are listed after each position.
CARTESIAN COORDINATES (ANGSTROEM)
1 C -0.3658 0.7781 1.4874  C2 1.547, S7 1.634, H8 1.114
2 C -0.9147 -0.2722 2.4813  C1 1.547, H9 1.155, H10 1.018, H11 1.088
3 C 0.7642 -1.2863 -1.6108  N5 1.506, H12 1.098, H13 1.129, H14 1.077
4 C -0.5417 0.9395 -1.6177  N5 1.485, H15 1.070, H16 1.082, H17 1.086
5 N 0.7135 0.1949 -1.3420  C3 1.506, C4 1.485, S7 1.900
6 O 1.8595 -0.4973 1.1136  S7 1.414
7 S 0.9023 0.3718 0.5404  C1 1.634, N5 1.900, O6 1.414, H18 1.360
8 H -1.1050 1.2665 0.8124  C1 1.114
9 H -0.0316 -1.0106 2.5710  C2 1.155
10 H -1.7609 -0.6683 2.0764  C2 1.018
11 H -1.1319 0.0900 3.4845  C2 1.088
12 H 1.2887 -1.8467 -0.8253  C3 1.098
13 H -0.2103 -1.8236 -1.7990  C3 1.129
14 H 1.3977 -1.3348 -2.4810  C3 1.077
15 H -1.1769 1.0082 -0.7594  C4 1.070
16 H -0.2267 1.9383 -1.8878  C4 1.082
17 H -0.9152 0.5577 -2.5629  C4 1.086
18 H 1.4549 1.5946 0.3189  S7 1.360

two | DFT (the ωB97M-V functional and the def2-TZVPD basis) results for 2 unconnected molecules or ions with the total composition C4H11NOS.

SMILES: CC(N)=O.CSC
Net charge: 0
E_HOMO in eV: -8.75
LUMO energy in eV: 0.75

Bonds (Å) are listed after each position.
CARTESIAN COORDINATES (ANGSTROEM)
1 C 0.0376 1.4036 -1.0915  S2 1.827, H3 1.125, H4 1.080, H5 1.097
2 S -0.4607 -0.1745 -1.8655  C1 1.827, C6 1.876
3 H -0.5566 1.7441 -0.1994  C1 1.125
4 H 1.0500 1.5346 -0.7404  C1 1.080
5 H -0.1125 2.3189 -1.6767  C1 1.097
6 C -2.3234 -0.3540 -2.0017  S2 1.876, H7 1.084, H8 1.148, H9 1.071
7 H -2.8224 -1.2984 -1.8139  C6 1.084
8 H -2.5139 -0.0747 -3.0983  C6 1.148
9 H -2.7915 0.5227 -1.6025  C6 1.071
10 C -0.0334 -1.0517 2.6204  C11 1.610, H14 1.106, H15 1.061, H18 1.091
11 C 0.9131 -0.0888 1.7426  C10 1.610, O12 1.201, N13 1.384
12 O 1.1187 0.9973 2.2120  C11 1.201
13 N 1.6648 -0.6663 0.7341  C11 1.384, H16 1.007, H17 1.013
14 H -0.3571 -1.9803 2.1135  C10 1.106
15 H -0.9165 -0.5147 2.8608  C10 1.061
16 H 2.4332 -0.1260 0.3707  N13 1.007
17 H 1.2277 -1.2760 0.0530  N13 1.013
18 H 0.6670 -1.3030 3.4184  C10 1.091

Least stable = one

one | DFT (the ωB97M-V functional and the def2-TZVPD basis) results for 2 unconnected molecules or ions with the total composition C3H3BrS.

Net charge: 0
E_HOMO (alpha / beta) in eV: -8.37 / -8.38
LUMO energy (alpha / beta) in eV: -3.01 / -3.01

Bonds (Å) are listed after each position.
CARTESIAN COORDINATES (ANGSTROEM)
1 C -1.5529 -0.0169 -0.1014  C2 1.293, C3 1.463
2 C -0.7411 -0.9881 0.1620  C1 1.293, C3 1.609, H6 1.085
3 C -0.2047 0.5255 0.0628  C1 1.463, C2 1.609, H7 1.049, H8 1.087
4 S -4.2965 1.4479 0.1297  Br5 2.179
5 Br -5.0593 -0.5827 -0.0770  S4 2.179
6 H -0.4539 -1.9409 0.5953  C2 1.085
7 H 0.1545 1.0164 0.9173  C3 1.049
8 H 0.4046 0.5796 -0.8353  C3 1.087

two | DFT (the ωB97M-V functional and the def2-TZVPD basis) results for a single C3H3BrS molecule.

SMILES: BrSC1=CC1
Net charge: 0
E_HOMO in eV: -9.06
LUMO energy in eV: -0.21

Bonds (Å) are listed after each position.
CARTESIAN COORDINATES (ANGSTROEM)
1 C -0.2689 -0.3272 -0.5659  C2 1.323, C3 1.498, S4 2.039
2 C -0.0134 -1.3534 0.2295  C1 1.323, C3 1.521, H6 1.048
3 C -0.0756 0.0207 0.8785  C1 1.498, C2 1.521, H7 1.031, H8 1.148
4 S -0.4887 0.7591 -2.2772  C1 2.039, Br5 2.136
5 Br 0.8325 2.3160 -1.6518  S4 2.136
6 H 0.0213 -2.2832 0.7114  C2 1.048
7 H -0.8437 0.1974 1.5429  C3 1.031
8 H 0.8365 0.6706 1.1326  C3 1.148

Least stable = one

one | DFT (the ωB97M-V functional and the def2-TZVPD basis) results for a single C4H6 molecule.

Net charge: 0
E_HOMO in eV: -7.69
LUMO energy in eV: 0.57

Bonds (Å) are listed after each position.
CARTESIAN COORDINATES (ANGSTROEM)
1 C -0.5811 -0.9945 -0.9118  C2 1.501, H5 1.095, H6 1.096, H7 1.093
2 C 0.4159 -0.6102 0.1424  C1 1.501, C3 1.327, H8 1.084
3 C 0.3684 0.6145 0.6520  C2 1.327, C4 1.343, H9 1.193
4 C 0.1123 1.9325 0.6544  C3 1.343, H10 1.103
5 H -0.0346 -1.1148 -1.8530  C1 1.095
6 H -1.3480 -0.2235 -1.0465  C1 1.096
7 H -1.0696 -1.9455 -0.6868  C1 1.093
8 H 1.2058 -1.3170 0.3697  C2 1.084
9 H 1.2735 1.1882 1.1763  C3 1.193
10 H -0.3426 2.4701 1.5032  C4 1.103

two | DFT (the ωB97M-V functional and the def2-TZVPD basis) results for a single C4H6 molecule.

SMILES: C=CC=C
Net charge: 0
E_HOMO in eV: -8.78
LUMO energy in eV: 1.01

Bonds (Å) are listed after each position.
CARTESIAN COORDINATES (ANGSTROEM)
1 C -1.8492 0.1109 0.0519  C2 1.380, H5 1.138, H6 1.131
2 C -0.5989 -0.4432 -0.1292  C1 1.380, C3 1.528, H7 1.129
3 C 0.6088 0.4928 -0.0876  C2 1.528, C4 1.372, H8 1.076
4 C 1.8166 -0.1374 0.0777  C3 1.372, H9 1.099, H10 1.057
5 H -2.7700 -0.5433 0.1926  C1 1.138
6 H -1.8045 1.2108 0.3120  C1 1.131
7 H -0.3795 -1.5487 -0.2012  C2 1.129
8 H 0.4369 1.5545 -0.1295  C3 1.076
9 H 1.9206 -1.1934 0.3631  C4 1.099
10 H 2.7327 0.3812 -0.0136  C4 1.057

Least stable = one

one | DFT (the ωB97M-V functional and the def2-TZVPD basis) results for 2 unconnected molecules or ions with the total composition CH5BrP2.

Net charge: 0
E_HOMO (alpha / beta) in eV: -8.74 / -8.37
LUMO energy (alpha / beta) in eV: -1.30 / -0.10

Bonds (Å) are listed after each position.
CARTESIAN COORDINATES (ANGSTROEM)
1 C 0.8236 -0.0218 -1.7143  H5 1.037, H6 1.043, H7 1.007
2 P -0.8332 1.3412 0.8549  P3 2.120, H8 1.394
3 P -0.6249 -0.7202 1.3059  P2 2.120, Br4 2.168, H9 1.418
4 Br 1.4139 -0.8476 2.0330  P3 2.168
5 H 0.5343 -1.0015 -1.8930  C1 1.037
6 H 1.3512 0.2135 -0.8462  C1 1.043
7 H 0.7842 0.7392 -2.3723  C1 1.007
8 H -1.9694 0.8612 0.2062  P2 1.394
9 H -1.4798 -0.5641 2.4259  P3 1.418

two | DFT (the ωB97M-V functional and the def2-TZVPD basis) results for 2 unconnected molecules or ions with the total composition CH5BrP2.

Net charge: 0
E_HOMO (alpha / beta) in eV: -8.59 / -8.21
LUMO energy (alpha / beta) in eV: -1.26 / -0.18

Bonds (Å) are listed after each position.
CARTESIAN COORDINATES (ANGSTROEM)
1 C 3.1590 0.2945 -0.5841  Br4 1.922, H5 1.078, H6 1.084
2 P -2.9436 -0.3618 -0.3427  P3 2.143, H7 1.391, H8 1.387
3 P -1.4749 0.4833 0.9701  P2 2.143, H9 1.378
4 Br 2.3304 1.1924 0.9001  C1 1.922
5 H 2.7005 -0.2931 -1.3630  C1 1.078
6 H 4.2356 0.3430 -0.4658  C1 1.084
7 H -1.9843 -1.0410 -1.0867  P2 1.391
8 H -3.4612 -1.5011 0.2545  P2 1.387
9 H -2.5615 0.8837 1.7174  P3 1.378

Least stable = two